This record from OMol25 describes an isolated molecule of C4H7NOS2. The level of theory is the ωB97M-V functional and the def2-TZVPD basis.

Values from the calculation:
Net charge = 0
Energy above the lowest of the compared OMol25 structures with the same formula, charge and spin = 185.0 kJ/mol
Kohn-Sham gap = 9.70 eV
HOMO = -0.3270 hartree
E_tot = -29467.8735 eV

Last column: Mulliken charge in e.
Cartesian coordinates (Å):
C  -0.03  0.61  -1.95  -0.642
C  0.46  -0.58  -1.61  -0.065
O  0.35  -1.20  -0.38  -0.396
C  -0.01  -0.43  0.70  0.584
C  0.92  0.68  1.09  -0.631
S  0.08  2.23  1.56  -0.224
N  -1.01  -0.71  1.43  -0.435
S  -2.07  -1.99  1.10  -0.137
H  0.13  0.98  -2.98  0.261
H  -0.60  1.22  -1.26  0.256
H  0.98  -1.22  -2.28  0.400
H  1.56  0.91  0.26  0.390
H  1.54  0.34  1.95  0.337
H  -0.80  1.65  2.39  0.157
H  -1.51  -2.50  -0.04  0.147


This record from OMol25 describes a structure of composition C6H9N. The level of theory is the ωB97M-V functional and the def2-TZVPD basis.

Values from the calculation:
Net charge = 0
Energy above the lowest of the compared OMol25 structures with the same formula, charge and spin = 319.8 kJ/mol
Kohn-Sham gap = 9.61 eV
HOMO = -0.3100 hartree
E_tot = -7854.8452 eV

Last column: Mulliken charge in e.
Cartesian coordinates (Å):
C  -1.62  -0.35  -1.04  -0.891
N  -0.99  0.52  -0.06  -0.139
C  -0.48  -0.08  1.16  -0.620
C  0.93  -0.63  0.88  -0.181
C  1.31  -0.25  -0.55  -0.707
C  0.39  0.99  -0.31  -0.343
C  0.70  0.82  1.22  -0.338
H  -1.01  -1.20  -1.36  0.302
H  -1.89  0.25  -1.92  0.284
H  -2.55  -0.74  -0.61  0.321
H  -1.11  -0.42  1.97  0.428
H  1.36  -1.41  1.51  0.412
H  1.10  -0.90  -1.41  0.266
H  2.37  0.03  -0.56  0.311
H  0.37  1.90  -0.90  0.476
H  1.12  1.47  1.99  0.417


This record from OMol25 describes a cluster of 7 separate species, H16NO6 in total in a non-equilibrium geometry. The level of theory is the ωB97M-V functional and the def2-TZVPD basis.

Values from the calculation:
Net charge = +1
Energy above the lowest of the compared OMol25 structures with the same formula, charge and spin = 332.8 kJ/mol
Kohn-Sham gap = 10.13 eV
HOMO = -0.4916 hartree
E_tot = -14027.5218 eV

Last column: Mulliken charge in e.
Cartesian coordinates (Å):
N  -0.16  0.23  0.69  -0.542
H  -0.88  1.10  1.01  0.428
H  -0.64  -0.48  0.00  0.319
H  0.15  -0.31  1.57  0.367
H  0.62  0.81  0.14  0.365
O  2.61  -0.57  -0.09  -0.677
H  2.65  -1.39  -0.72  0.335
H  3.15  -0.51  0.76  0.330
O  3.48  1.56  -1.75  -0.646
H  3.73  1.29  -2.70  0.327
H  2.95  0.89  -1.31  0.349
O  -3.41  0.47  1.15  -0.608
H  -4.13  -0.10  1.44  0.309
H  -3.99  1.18  0.85  0.321
O  -1.02  -2.27  -1.39  -0.584
H  -0.40  -3.02  -1.33  0.303
H  -1.88  -2.60  -1.55  0.292
O  -0.34  0.76  3.59  -0.649
H  -0.24  1.82  3.83  0.346
H  -0.08  0.57  4.50  0.316
O  -0.50  0.45  -2.70  -0.604
H  -1.40  0.55  -2.99  0.298
H  -0.29  -0.42  -2.96  0.307


This record from OMol25 describes a cluster of 2 separate species, C3H9NO2S in total. The level of theory is the ωB97M-V functional and the def2-TZVPD basis.

Values from the calculation:
Net charge = 0
Energy above the lowest of the compared OMol25 structures with the same formula, charge and spin = 163.5 kJ/mol
Kohn-Sham gap = 9.88 eV
HOMO = -0.3418 hartree
E_tot = -19676.7184 eV

Last column: Mulliken charge in e.
Cartesian coordinates (Å):
N  -1.21  0.09  0.60  -0.544
C  0.00  -0.72  0.72  0.151
C  0.66  -0.60  2.09  -0.060
O  1.79  -0.92  2.31  -0.461
C  1.02  -0.45  -0.38  -0.747
S  0.28  -0.32  -2.04  -0.252
H  -1.10  1.09  0.64  0.286
H  -1.86  -0.17  1.34  0.210
H  -0.39  -1.73  0.60  0.275
H  -0.02  -0.21  2.88  0.303
H  1.58  0.46  -0.15  0.380
H  1.75  -1.24  -0.43  0.372
H  -0.98  -0.21  -1.63  0.110
O  -2.04  2.58  -0.89  -0.668
H  -2.66  1.83  -0.86  0.329
H  -1.31  2.31  -1.48  0.317